63
Properties=species:S:1:pos:R:3:forces:R:3:nbo_charge:R:1 method="wB97M-V/def2-TZVPD" homo_lumo_gap_ev=8.1 smiles="COc1ccc(N(C(=O)c2snc(C(N)=O)c2N)[C@H](C(=O)NC2CCCC2)c2ccco2)c(OC)c1" energy_ev=-55897.749
S -2.635811 0.671685 -0.253071 0.2 0.4 0.0 0.7221
O -1.992483 5.425183 0.064806 0.2 0.1 0.0 -0.6348
O 2.615357 -2.888825 0.822523 0.0 -0.4 0.1 -0.6341
O 1.305341 1.146839 -0.340802 -0.1 0.1 0.1 -0.6891
O -4.496731 -3.817907 -0.132992 0.2 0.1 -0.3 -0.4849
O 3.360181 -0.909885 -2.083973 0.1 -0.3 0.4 -0.4017
O -1.280512 -1.312801 2.255970 -0.5 -0.1 -0.4 -0.5125
N -3.308141 2.138541 -0.166895 -0.1 0.4 0.0 -0.5787
N -0.009841 3.490861 0.080448 0.4 0.3 -0.1 -0.7785
N -4.140897 4.718294 -0.007176 -0.2 0.1 0.0 -0.8036
N 0.204450 -0.829828 -0.341564 0.1 -0.2 -0.1 -0.4415
N 3.045345 -0.665791 0.726314 0.1 0.5 0.2 -0.6382
C -1.630656 -1.796178 1.037555 0.1 -0.2 0.0 0.4209
C -2.809476 4.519173 0.008765 -0.5 0.2 0.0 0.6519
C -5.215160 -4.024983 1.061377 -0.1 0.0 0.2 -0.2545
C -3.355753 -3.092019 -0.085826 0.2 0.2 0.1 0.3439
C 2.017463 -0.929451 -1.980730 -0.8 0.1 -0.7 0.2891
C -1.051386 2.663187 -0.047152 0.0 -0.7 0.1 0.2197
C 2.531841 0.061202 -3.903261 0.5 -0.1 0.1 -0.3047
C 1.454925 -0.346453 -3.079611 0.2 -0.4 0.6 -0.3065
C -1.532445 -2.174564 -1.336644 -0.3 -0.1 0.2 -0.1711
C 4.110674 -0.613819 1.698888 0.2 -0.3 0.3 -0.0590
C -2.687717 -2.912406 -1.302196 0.0 0.0 -0.1 -0.2693
C 5.149052 1.491450 1.076619 0.1 0.1 0.0 -0.4183
C -1.004296 1.266194 -0.151829 -0.7 0.3 0.0 -0.4526
C 3.790422 0.399984 2.798825 0.0 -0.1 -0.1 -0.4047
C 5.375110 -0.027673 1.063809 0.0 -0.1 0.0 -0.4096
C -2.414762 3.098083 -0.056915 0.2 -0.7 -0.1 0.0055
C 0.050323 -0.944957 2.550878 0.4 0.1 0.2 -0.2520
C 3.662593 -0.310073 -3.247749 -0.2 0.4 -0.8 0.0817
C 0.234442 0.528180 -0.278651 0.2 0.2 0.0 0.6801
C 2.428585 -1.783970 0.350288 -0.3 0.1 -0.3 0.6880
C 4.063525 1.755315 2.138969 0.0 0.1 0.1 -0.4175
C -2.815693 -2.539044 1.061638 -0.2 -0.1 0.1 -0.3752
C -0.990482 -1.586054 -0.190076 -0.1 -0.1 0.3 -0.0326
C 1.387943 -1.573353 -0.781716 0.6 -0.1 0.1 -0.1646
H 0.092019 -0.884373 3.638600 0.0 0.0 -0.1 0.1994
H 4.251312 -1.630238 2.074082 0.0 0.1 0.0 0.2374
H -5.539871 -3.077262 1.501110 0.0 0.0 0.0 0.1801
H 2.766577 0.308016 3.158116 0.0 -0.1 0.1 0.2108
H 4.381407 2.497493 2.869644 -0.1 0.1 0.0 0.2135
H -3.277501 -2.658948 2.027405 -0.1 0.0 0.1 0.2361
H -0.210874 4.481728 0.051573 0.1 -0.1 0.0 0.4338
H 6.072680 2.019387 1.310277 0.0 0.0 -0.1 0.2114
H 4.812624 1.835089 0.098880 0.0 0.1 0.0 0.2071
H 3.154725 2.126259 1.664919 -0.1 0.1 0.0 0.2063
H 4.701435 -0.209449 -3.491053 0.2 0.0 0.1 0.2048
H -3.099632 -3.353660 -2.194123 -0.1 -0.1 -0.1 0.2301
H 1.036372 -2.579141 -1.045185 0.1 0.3 0.2 0.2547
H 0.308815 0.031468 2.132082 0.0 -0.1 0.1 0.1783
H 5.532356 -0.416878 0.059477 0.1 -0.1 0.0 0.2205
H 6.237292 -0.293781 1.675254 0.0 0.0 0.0 0.2065
H 0.410850 -0.205800 -3.274433 -0.2 0.0 0.0 0.2250
H -6.088004 -4.612002 0.780741 0.1 0.0 0.1 0.2035
H -4.507620 5.654130 0.022545 0.1 0.0 0.0 0.4065
H 0.760707 -1.698460 2.206747 0.0 0.0 0.0 0.1961
H 4.467746 0.238196 3.637635 0.0 0.0 0.1 0.2065
H -4.622684 -4.582804 1.792682 0.0 0.0 0.0 0.1806
H 2.762350 0.206657 0.286712 -0.1 -0.2 0.0 0.4385
H 2.464134 0.560212 -4.847830 0.1 0.1 -0.2 0.2296
H -1.021240 -2.022175 -2.275319 0.1 0.0 -0.1 0.2240
H 0.910440 3.109097 -0.080053 -0.1 0.1 0.0 0.4289
H -4.756518 3.925632 -0.066786 0.0 0.0 0.0 0.4168

94
Properties=species:S:1:pos:R:3:forces:R:3:lowdin_charge:R:1 method="wB97M-V/def2-TZVPD" homo_lumo_gap_ev="2.4 / 2.3" energy_ev=-126165.513
Ta 0.888315 0.337693 1.469762 0.9 -0.5 -0.9 1.2556
Cl 0.788506 0.438510 -4.115700 0.6 -0.2 0.6 -0.4427
Cl -4.330695 1.866745 -3.563817 -0.1 0.5 0.2 -0.4433
Cl 1.740141 0.388822 3.719702 -0.4 -0.1 -1.1 0.2339
P 0.638464 2.493999 -0.046781 -0.2 1.1 -0.2 0.8972
P 0.825746 -2.161124 0.949505 0.3 -0.6 0.3 0.8714
Si 3.519728 1.996755 0.800225 1.1 0.1 -0.2 0.2736
Si -1.360425 -0.955187 3.045160 -1.5 0.1 1.0 0.3028
Si -1.326233 2.153382 2.404783 -1.5 0.5 0.5 0.2855
Si 3.707413 -1.084246 1.061981 1.0 0.4 -0.1 0.2828
O -2.772424 -1.254371 -3.841846 -0.6 -1.0 -0.1 -0.2329
O -4.330352 -1.698513 -1.667666 0.0 -0.1 0.2 -0.2271
N -1.048354 0.453291 2.061487 2.3 0.2 -0.6 -0.3938
N 2.817928 0.406787 0.818193 -2.1 -0.3 0.2 -0.4292
C 2.338813 3.132117 -0.127253 0.1 0.0 0.1 -0.3676
C -3.691476 -2.327651 -3.997926 0.6 0.6 0.5 -0.2227
C 1.350252 -3.123417 -1.653642 -0.4 -0.3 0.8 -0.0663
C -1.457024 3.800064 -1.437122 -0.2 -0.2 0.1 -0.0979
C -0.101460 3.842432 -3.869431 -0.3 0.5 -0.4 -0.0767
C -2.517506 -0.503905 -5.019199 0.2 0.5 0.5 -0.1938
C -5.478253 -0.870007 -1.860379 0.3 -0.2 -0.3 -0.1423
C 1.629661 -4.168873 -2.536240 0.0 0.0 -0.2 -0.0486
C -3.089014 2.530714 1.954681 0.4 0.2 -0.2 -0.1522
C -4.130083 -2.757267 -2.579096 0.2 0.6 -0.2 -0.2229
C -2.053098 4.339895 -2.567921 -0.3 0.1 -0.2 -0.1050
C -0.176983 3.237883 -1.527599 -0.1 -0.2 0.2 -0.3305
C -1.077672 -0.752594 4.895391 0.7 0.1 -0.1 -0.2107
C 0.709277 -5.776738 -0.981816 -0.1 0.1 0.2 -0.0707
C -1.384260 4.396848 -3.795694 0.5 -0.4 0.6 -0.0381
C 3.785309 2.595775 2.545648 0.0 0.3 -0.3 -0.2043
C 0.490611 3.262129 -2.759044 0.3 -0.7 0.2 -0.1833
C 4.962519 -0.866363 2.411799 -0.1 -0.3 0.0 -0.1747
C -3.189014 -1.318075 3.071354 0.2 -0.5 -0.4 -0.1464
C 0.774251 -3.423762 -0.392928 0.1 0.1 -0.7 -0.3358
C 0.461199 -4.756306 -0.052309 0.2 0.4 -0.4 -0.0906
C 1.286491 -5.485883 -2.222778 0.2 -0.1 0.2 -0.0600
C 4.595571 -1.532939 -0.517321 -0.2 -0.3 0.0 -0.1496
C 2.515415 -2.461383 1.628928 -0.2 0.0 -0.1 -0.3798
C 5.199135 1.942223 -0.008738 0.0 0.3 -0.2 -0.1627
C -1.143176 2.581613 4.209418 0.3 0.0 -0.1 -0.1783
C -0.374324 -2.437277 2.316114 0.3 -0.8 0.0 -0.3846
C -0.113745 3.287053 1.441318 0.2 -0.2 0.0 -0.3911
H -3.087376 4.670366 -2.520700 0.2 0.0 0.1 0.0949
H -5.332738 -0.014318 -1.180284 -0.2 -0.4 -0.4 0.0677
H -3.768756 1.893124 2.529703 0.1 0.2 -0.1 0.0321
H 2.871486 -3.395983 1.165114 -0.2 0.2 0.3 0.0640
H -3.778434 -0.411591 2.903861 0.1 -0.2 0.0 0.0321
H 5.508932 -0.939716 -0.646458 -0.2 0.0 0.1 0.0358
H 2.316337 4.151243 0.295024 0.0 -0.3 -0.2 0.0754
H 0.168221 -2.967867 3.129558 -0.4 0.2 -0.5 0.0648
H 5.713922 -0.100404 2.200387 -0.1 -0.2 0.0 0.0289
H 5.561869 2.978311 -0.017326 0.1 -0.2 -0.1 0.0438
H 4.399121 1.883947 3.107100 -0.1 0.2 0.0 0.0260
H 2.874462 2.808830 3.113828 0.2 0.0 -0.1 -0.0078
H -6.395814 -1.439274 -1.602222 0.2 0.2 -0.1 0.0782
H -3.417170 0.067922 -5.289168 0.2 -0.2 -0.1 0.0154
H 0.670109 3.710175 2.104085 -0.3 -0.4 -0.3 0.0591
H -3.280509 2.382044 0.887174 -0.1 0.0 0.1 0.0458
H -5.524782 -0.472514 -2.892675 0.0 -0.1 0.6 0.0286
H 5.447021 -1.850384 2.461166 0.2 0.2 0.3 0.0470
H 2.474358 -2.595711 2.724139 0.1 0.2 -0.4 0.0554
H 3.965313 -1.395428 -1.402119 0.1 0.0 0.1 0.0388
H 4.889042 -2.589183 -0.471693 0.0 0.1 -0.1 0.0425
H -0.943684 -1.760142 5.304611 -0.1 0.0 0.1 0.0424
H 1.499743 -6.305771 -2.934196 -0.2 0.6 0.5 0.1207
H -2.009987 3.795020 -0.496520 0.0 -0.1 -0.3 0.0808
H -1.920649 2.117076 4.819904 0.0 0.1 0.0 0.0383
H 0.464699 -6.811791 -0.713866 0.1 0.5 -0.1 0.1128
H 5.153496 1.587744 -1.044852 0.0 0.1 0.1 0.0478
H -1.968329 -0.320822 5.363769 0.1 -0.1 -0.2 0.0390
H 5.934878 1.339043 0.535551 -0.2 0.1 -0.1 0.0269
H -3.258981 3.583208 2.222359 -0.2 -0.2 -0.1 0.0497
H -0.689572 4.141142 1.059991 0.0 -0.1 0.2 0.0539
H -3.415905 -1.720982 4.068508 -0.1 0.0 -0.3 0.0416
H -2.153132 -1.141540 -5.839346 0.0 0.0 0.1 0.0778
H 4.345601 3.528389 2.399354 0.0 0.0 0.3 0.0452
H 4.479701 -0.649167 3.367747 0.1 -0.1 0.0 0.0129
H 0.427220 3.822260 -4.823798 -0.1 -0.1 0.4 0.1136
H -3.439141 -2.066191 2.312954 -0.3 0.2 0.0 0.0395
H -0.206449 -0.158888 5.181308 -0.3 -0.2 0.1 -0.0390
H -1.125695 -3.133663 1.894421 0.1 0.3 0.3 0.0571
H -1.863455 4.840824 -4.672119 0.1 -0.3 0.4 0.1187
H -5.040586 -3.362863 -2.666200 0.0 -0.3 0.1 0.1121
H -3.302670 -3.343417 -2.154720 -0.3 0.0 0.0 0.1094
H -0.166589 2.342331 4.638839 -0.1 0.1 0.0 0.0069
H 2.134426 -3.947122 -3.483036 -0.4 0.0 0.4 0.1244
H 2.599653 3.227047 -1.192434 0.0 -0.2 0.3 0.0561
H -4.570724 -2.056790 -4.617288 0.5 0.0 0.1 0.1227
H 1.427487 2.722313 -2.895542 -0.2 0.1 0.0 0.0309
H -1.725921 0.203923 -4.705193 -0.5 -0.4 -0.5 -0.0069
H -3.145915 -3.199272 -4.427547 -0.5 0.2 -0.2 0.1184
H 1.564898 -2.094185 -1.932711 0.0 -0.1 -0.1 0.0833
H 0.040092 -4.989336 0.923601 0.1 0.0 -0.2 0.1018
H -1.278295 3.669184 4.244751 0.0 -0.1 0.2 0.0460

66
Properties=species:S:1:pos:R:3:forces:R:3:nbo_charge:R:1 method="wB97M-V/def2-TZVPD" homo_lumo_gap_ev=6.1 charge=-1 energy_ev=-134466.176
Co 0.185124 1.487652 7.408890 2.6 0.2 3.7 -0.0727
Co -0.692875 3.877320 7.442166 -0.1 0.9 -0.3 -0.0708
P 0.430611 -1.073330 2.213691 0.1 -1.1 -0.7 0.8623
O 0.508262 2.604795 10.092612 -0.3 0.5 -0.9 -0.5738
O 1.856168 -6.266962 -0.476094 -0.2 -0.6 0.2 -0.5043
O 1.891541 4.902113 6.533890 -1.3 -0.3 0.4 -0.5428
O -1.299672 5.525240 9.784067 0.2 -0.3 -1.0 -0.5404
O 0.100735 -1.001435 8.972472 0.3 0.8 -0.9 -0.5437
O 2.985846 1.593920 6.601679 -1.2 -0.1 0.2 -0.5438
O -2.656267 5.457252 5.973082 0.8 -0.2 0.4 -0.5478
O 4.570222 2.072036 -0.710766 0.6 0.2 0.2 -0.5037
O -4.463117 -0.013205 -1.145719 -0.5 0.4 0.2 -0.5040
C -3.433676 -0.290086 -0.300806 0.8 0.1 0.6 0.3134
C 0.137326 0.613079 4.566260 -0.2 1.1 1.4 -0.5714
C -2.602943 -1.382745 -0.637211 -0.6 0.7 0.1 -0.2775
C 0.122075 -0.069658 8.287314 -1.1 -0.5 0.9 0.5546
C 2.924686 0.101752 1.928188 -0.7 0.0 -0.2 -0.1114
C -1.871174 4.827853 6.538037 -1.1 -0.6 -0.6 0.5575
C 2.006397 -2.772183 0.468799 -0.3 -0.1 0.2 -0.1968
C 1.884285 1.553910 6.949386 1.7 0.1 -0.2 0.5509
C 0.859446 4.506035 6.870513 2.4 0.4 -0.8 0.4758
C -1.464682 -1.645130 0.106312 0.0 0.3 0.3 -0.2064
C 1.647255 -5.158639 0.286259 -0.5 0.7 0.5 0.3045
C -1.091833 -0.818343 1.185650 -0.2 0.2 -0.1 -0.2713
C 2.293489 1.578957 -0.357289 0.9 0.1 0.2 -0.2577
C 0.483502 -3.879658 1.977773 0.3 0.7 -0.1 -0.1176
C 3.631366 1.498400 0.090382 -0.4 -0.6 0.5 0.3065
C 1.044323 -2.677620 1.492512 -0.1 -0.3 -0.1 -0.3665
C 1.614673 0.066966 1.405303 0.2 0.4 0.2 -0.3778
C 0.220863 2.518366 8.964829 -0.1 -1.1 0.5 0.4148
C -1.944699 0.253996 1.524635 0.2 -0.6 0.0 -0.2160
C 5.961140 1.964892 -0.342624 -0.8 0.1 -0.1 -0.2543
C 3.933573 0.804709 1.287690 0.1 0.4 -0.9 -0.3344
C 0.771301 -5.109335 1.399299 0.5 -0.3 -0.9 -0.3415
C 2.315238 -3.984139 -0.123617 -0.4 -0.8 0.2 -0.2606
C 1.299523 0.881267 0.304232 0.3 -0.3 0.3 -0.1914
C -3.129691 0.486389 0.842521 -0.3 -0.2 -1.0 -0.3059
C -1.071500 4.884493 8.850508 -0.3 -0.4 1.5 0.5194
C -0.189795 1.349393 5.656123 0.2 -0.4 -2.9 -0.0936
C -1.049994 2.209106 6.301647 -3.0 0.6 -0.7 -0.5070
C 1.100851 -7.462787 -0.194663 0.5 0.7 -0.1 -0.2538
C -5.268967 1.155454 -0.874451 0.4 -0.7 -0.1 -0.2556
H 1.111888 0.117221 4.557473 -0.7 -0.4 0.0 0.1908
H 2.522436 -1.885721 0.110016 -0.2 0.0 0.1 0.2262
H -2.132236 2.183532 6.113036 0.3 -0.4 0.4 0.1891
H -5.962045 1.193195 -1.713932 0.0 0.1 0.2 0.1961
H -0.203985 -3.845445 2.822164 0.1 0.1 -0.2 0.2122
H -1.689634 0.933623 2.335211 0.0 -0.2 -0.1 0.2312
H 0.306021 -6.027491 1.769735 0.1 0.4 -0.1 0.2144
H 3.162341 -0.446799 2.840939 -0.1 0.1 -0.2 0.2153
H -2.872336 -1.990730 -1.497857 0.1 0.1 0.1 0.2178
H 2.079604 2.166615 -1.247134 0.0 -0.1 0.2 0.2182
H -0.592101 0.461766 3.769108 0.6 0.5 0.1 0.1657
H 6.141696 2.371396 0.662292 0.0 -0.1 -0.3 0.1824
H -5.819803 1.040151 0.070040 0.1 0.1 -0.2 0.1805
H -0.852086 -2.499667 -0.175349 0.0 0.2 0.1 0.2224
H 6.304066 0.921936 -0.396954 -0.1 0.2 0.1 0.1792
H -3.798412 1.290204 1.160621 0.4 -0.2 -0.1 0.2182
H 6.471888 2.568552 -1.092700 0.1 -0.1 0.2 0.1964
H 1.457185 -8.170726 -0.942151 -0.1 -0.1 0.2 0.1967
H 1.314360 -7.836433 0.815815 -0.1 0.0 -0.2 0.1780
H -4.658272 2.069891 -0.842514 -0.1 -0.3 0.0 0.1842
H 4.953548 0.794723 1.679745 -0.4 0.0 -0.1 0.2172
H 0.276002 0.953680 -0.056855 0.2 -0.2 0.1 0.2250
H 0.021993 -7.294225 -0.317778 0.2 0.0 0.1 0.1817
H 3.036744 -4.050941 -0.935853 -0.2 0.0 0.1 0.2177

32
Properties=species:S:1:pos:R:3:forces:R:3:nbo_charge:R:1 method="wB97M-V/def2-TZVPD" homo_lumo_gap_ev="4.3 / 5.8" charge=-2 s2=6.05 energy_ev=-107553.305 multiplicity=5
Ru -0.489666 -0.144516 -0.543067 -0.5 0.4 0.8 0.6133
Cl -0.295790 2.187412 -3.185208 0.0 0.0 0.0 0.0066
Cl 2.198767 2.649662 -4.978505 0.0 0.0 0.0 0.0003
Cl 2.422536 -1.514592 -0.360063 0.0 0.0 0.0 0.0221
Cl 4.925523 -1.048641 -2.144166 0.0 0.0 0.0 0.0022
Cl 4.819120 1.033213 -4.470332 0.0 0.0 0.0 -0.0008
S -0.960229 -2.561703 -0.202745 0.0 -0.1 0.0 -0.2302
S -2.709901 -0.090519 -1.639488 0.0 0.0 0.0 -0.2326
N -2.921580 -5.258764 -1.776083 0.0 0.0 0.0 -0.4053
N -4.991977 -2.370406 -3.433393 0.0 0.1 0.0 -0.4052
C -1.349438 0.921310 4.736400 0.0 0.0 0.0 -0.2230
C 3.422370 0.763176 -3.479908 0.0 0.0 0.0 -0.1094
C 0.757854 1.557683 3.031828 0.0 0.0 0.1 -0.2331
C 2.327753 -0.367756 -1.666970 0.0 0.0 -0.1 -0.0634
C 1.112211 0.299573 -1.866644 0.4 -0.1 0.0 -0.3280
C -0.494599 0.588628 1.145067 0.1 -0.4 -0.5 -0.0991
C -2.288160 -2.791065 -1.296570 0.0 -0.2 0.1 -0.3174
C -1.453050 0.599226 3.403691 0.0 0.0 0.0 -0.2203
C -4.109575 -2.111514 -2.737647 0.2 -0.1 0.1 0.3051
C -0.396188 0.908620 2.490691 0.0 0.1 -0.2 -0.2569
C 2.249012 1.475272 -3.700959 -0.1 0.0 0.0 -0.0927
C 3.462115 -0.165741 -2.443685 0.0 0.0 0.0 -0.0944
C 0.833911 1.866354 4.370629 0.0 0.0 0.0 -0.2125
C -2.653182 -4.157674 -1.562742 0.0 0.2 -0.1 0.3046
C 1.135433 1.236900 -2.898397 0.0 0.1 0.0 -0.0659
C -3.002596 -1.783890 -1.877267 -0.2 0.1 -0.1 -0.3162
C -0.212530 1.561034 5.250022 0.0 0.0 0.0 -0.3236
H -0.142048 1.806415 6.302368 0.0 0.0 0.0 0.1837
H 1.576224 1.793497 2.362631 0.0 0.0 0.0 0.2047
H -2.167723 0.667283 5.402889 0.0 0.0 0.0 0.1883
H 1.726342 2.355717 4.748420 0.0 0.0 0.0 0.1856
H -2.330940 0.095809 3.019200 0.0 0.0 0.0 0.2133